Version i
2 unconnected molecules or ions with the total composition CH2N2O2, computed with ωB97M-V with the def2-TZVPD basis set.

Kohn-Sham gap (spin up / spin down) = 9.2 / 7.5 eV
HOMO (spin up / spin down) = -9.6 / -9.2 eV
E_LUMO (spin up / spin down) = -0.36 / -1.68 eV

The geometry in XYZ format:
```
7
Properties=species:S:1:pos:R:3:lowdin_charge:R:1
C -0.66006 0.38627 0.54044 -0.342
N 0.65268 0.43824 0.37641 -0.103
N -1.82059 -0.07799 1.12488 0.170
O 1.42314 -0.17930 1.12857 -0.055
O -1.79694 0.66697 -0.19089 0.054
H 1.77394 1.64127 -0.57819 0.181
H -1.93086 -1.04898 1.05273 0.094
```

Version ii
2 unconnected molecules or ions with the total composition CH2N2O2, computed with ωB97M-V with the def2-TZVPD basis set.

Kohn-Sham gap = 10.2 eV
SMILES = O=c1n[n+]1[O-].[H][H]
HOMO = -10.8 eV
E_LUMO = -0.55 eV

The geometry in XYZ format:
```
7
Properties=species:S:1:pos:R:3:lowdin_charge:R:1
O 4.51637 1.22576 0.61694 0.188
C 4.09562 0.34304 -0.00650 -0.409
N 4.11304 -0.73374 -0.87867 0.295
N 3.03720 -0.58134 -0.11474 -0.197
O 2.08443 -1.20195 0.14423 0.079
H 2.21329 -3.46005 -0.07707 0.010
H 1.92475 -3.87393 -0.64822 0.034
```

Most stable: version ii

Version i
2 unconnected molecules or ions with the total composition CH6S3, computed with ωB97M-V with the def2-TZVPD basis set.

Kohn-Sham gap (spin up / spin down) = 8.6 / 4.9 eV
spin multiplicity = 2
HOMO (spin up / spin down) = -13.5 / -13.4 eV
total charge = +1
E_LUMO (spin up / spin down) = -4.85 / -8.52 eV

The geometry in XYZ format:
```
10
Properties=species:S:1:pos:R:3:lowdin_charge:R:1
S 2.21525 1.09014 0.48832 0.541
H 1.72053 1.74143 1.55587 -0.189
H 2.77360 -0.00656 0.98915 -0.191
C -0.41734 -1.05897 -0.58207 -0.417
S -1.46593 -0.02545 -1.57746 0.711
S -2.64396 0.75729 -0.13333 0.583
H -0.76598 -1.44935 0.35901 0.069
H -0.09439 -1.93135 -1.15624 0.077
H 0.40197 -0.37640 -0.63775 -0.065
H -1.72374 1.25923 0.69450 -0.118
```

Version ii
2 unconnected molecules or ions with the total composition CH6S3, computed with ωB97M-V with the def2-TZVPD basis set.

Kohn-Sham gap (spin up / spin down) = 5.8 / 1.9 eV
spin multiplicity = 2
HOMO (spin up / spin down) = -11.7 / -11.7 eV
total charge = +1
E_LUMO (spin up / spin down) = -5.88 / -9.75 eV

The geometry in XYZ format:
```
10
Properties=species:S:1:pos:R:3:lowdin_charge:R:1
S -0.52488 2.10149 2.59351 0.605
S 1.41247 1.48517 2.39408 0.588
H -0.84092 1.94214 1.28611 -0.104
H 1.28632 0.40447 3.19462 -0.098
C 0.11477 -0.62565 -1.58411 -0.523
S -1.35941 -1.48389 -2.12715 0.651
H 1.00092 -0.92727 -2.13370 0.033
H 0.25067 -0.75711 -0.53207 -0.002
H -0.06746 0.40382 -1.78505 0.002
H -1.27247 -2.54317 -1.30625 -0.152
```

Most stable: version i